No. 1
16
Properties=species:S:1:pos:R:3:nbo_charge:R:1 method="wB97M-V/def2-TZVPD" total_charge=+1 lumo_energy_ev=-3.75
C 0.306 1.421 0.121 -0.185
C 1.573 1.075 0.123 -0.097
C 1.177 -1.291 -0.033 0.405
C -0.964 -0.052 0.090 0.581
N 1.985 -0.264 0.066 -0.506
N -0.131 -1.226 -0.089 -0.535
N -1.766 0.168 -1.035 -0.853
O -1.524 -0.161 1.340 -0.698
H -0.127 2.396 0.150 0.235
H 2.384 1.790 0.159 0.243
H 1.628 -2.276 -0.093 0.241
H 2.982 -0.437 0.095 0.446
H -0.650 -2.099 -0.141 0.436
H -2.400 -0.595 -1.245 0.386
H -2.273 1.043 -1.015 0.397
H -2.199 0.509 1.507 0.504

***

No. 2
16
Properties=species:S:1:pos:R:3:nbo_charge:R:1 method="wB97M-V/def2-TZVPD" total_charge=+1 lumo_energy_ev=-4.48
C -0.169 -0.638 -0.435 0.139
C 0.367 -1.753 -1.307 0.602
C 1.422 0.971 -0.100 0.059
C -2.455 -0.068 0.185 -0.107
N -1.292 -0.372 -0.133 -0.247
N 0.017 -3.006 -0.819 -0.801
N 0.843 2.024 0.361 -0.684
O 0.860 -1.562 -2.381 -0.528
H 1.928 0.433 0.646 0.212
H 1.612 0.703 -1.083 0.243
H -2.882 0.685 -0.377 0.222
H -2.895 -0.487 1.088 0.235
H -0.122 -3.099 0.091 0.374
H 0.340 -3.940 -1.169 0.428
H 0.747 1.959 1.341 0.412
H 0.536 2.883 -0.121 0.442

***

No. 3
16
Properties=species:S:1:pos:R:3:nbo_charge:R:1 method="wB97M-V/def2-TZVPD" total_charge=+1 lumo_energy_ev="-4.60 / -4.60"
C 1.019 -0.069 1.344 0.204
C -0.036 1.126 -1.357 0.881
C 1.322 0.851 -0.964 -0.383
C -2.088 -0.987 -0.105 -0.427
N 1.490 0.796 0.466 -0.593
N -0.990 -0.115 0.402 -0.392
N -0.193 -0.627 1.289 -0.270
O -0.794 1.460 -2.172 -0.317
H 1.673 -0.379 2.090 0.208
H 1.412 -0.083 -1.573 0.281
H 2.001 1.608 -1.436 0.304
H -2.222 -1.893 0.425 0.208
H -2.896 -0.419 -0.292 0.220
H -1.700 -1.213 -1.082 0.191
H 2.279 1.355 0.991 0.455
H -0.276 -1.413 1.975 0.431

***

No. 4
18
Properties=species:S:1:pos:R:3:nbo_charge:R:1 method="wB97M-V/def2-TZVPD" total_charge=+1 lumo_energy_ev="-8.22 / -6.80"
C -0.082 -1.196 -0.321 -0.531
C -1.071 -0.471 -1.348 -0.231
C 0.876 -0.318 0.399 0.457
C 1.367 -0.310 1.751 -0.735
N -1.846 0.720 -0.836 -0.294
N -1.677 1.127 0.327 0.342
N 1.500 0.738 -0.320 0.407
O -2.212 2.014 0.901 -0.173
O 2.118 1.514 0.379 -0.310
O 1.392 0.886 -1.515 -0.339
H -0.579 -1.855 0.425 0.275
H 0.575 -1.908 -0.938 0.310
H -0.506 0.129 -2.034 0.269
H -1.696 -1.314 -1.733 0.261
H 1.339 -1.202 2.320 0.269
H 0.722 0.343 2.270 0.303
H 2.359 0.111 1.662 0.301
H -2.577 0.992 -1.389 0.418

***

These records have energy above the lowest of the compared OMol25 structures with the same formula, charge and spin values of 242.8; 444.9; 593.5; 617.3 kJ/mol, in the order they appear.